{
  "formula": "C19H32IrN3O2PSi",
  "method": "ωB97M-V/def2-TZVPD",
  "orbital_gap_ev": [4.7, 5.8],
  "multiplicity": 6,
  "s_squared": 8.832,
  "e_lumo_ev": [0.3, -2.6],
  "homo_energy_ev": [-4.42, -8.46],
  "molar_mass_g_mol": 585.76,
  "elements": ["Ir", "Si", "P", "N", "H", "C", "H", "H", "H", "C", "H", "H", "H", "C", "H", "H", "H", "C", "H", "H", "H", "H", "H", "C", "C", "C", "C", "C", "C", "H", "H", "H", "H", "H", "C", "O", "C", "H", "H", "H", "C", "H", "H", "H", "N", "C", "O", "C", "C", "C", "N", "C", "C", "H", "H", "H", "H", "H", "H"],
  "xyz": [[-0.087, 0.271, -0.515], [2.088, 0.388, -1.250], [-0.670, 0.586, -2.674], [-0.461, -1.516, -0.556], [-0.556, 2.255, 1.210], [-2.485, 0.705, -2.778], [-2.812, 0.845, -3.816], [-2.837, 1.542, -2.163], [-2.923, -0.220, -2.383], [-0.059, 2.092, -3.497], [-0.523, 2.165, -4.491], [1.030, 2.057, -3.622], [-0.325, 2.982, -2.915], [-0.282, -0.790, -3.817], [-0.501, -0.490, -4.852], [-0.893, -1.666, -3.565], [0.774, -1.069, -3.748], [2.871, 2.078, -0.927], [2.670, 2.433, 0.090], [2.523, 2.821, -1.654], [3.957, 1.955, -1.044], [2.880, -0.624, -0.488], [2.330, 0.114, -2.698], [-0.445, -2.817, -0.835], [-1.568, -4.989, -0.807], [-1.601, -3.626, -0.587], [0.725, -3.465, -1.361], [0.732, -4.829, -1.572], [-0.403, -5.603, -1.295], [-2.451, -5.592, -0.599], [-2.487, -3.111, -0.210], [1.600, -2.838, -1.560], [1.634, -5.310, -1.957], [-0.382, -6.683, -1.459], [-1.394, 2.609, 0.525], [-1.727, 1.384, -0.075], [-2.661, 3.128, 1.190], [-2.565, 4.176, 1.490], [-2.908, 2.521, 2.064], [-3.497, 3.052, 0.482], [-0.776, 3.678, -0.364], [-1.401, 3.859, -1.247], [0.240, 3.419, -0.682], [-0.708, 4.622, 0.195], [1.983, 0.414, 6.398], [1.563, -0.680, 5.681], [1.612, -1.819, 6.127], [1.115, -0.396, 4.282], [1.425, 0.789, 3.605], [1.069, 0.930, 2.267], [0.382, -0.022, 1.598], [0.019, -1.143, 2.259], [0.419, -1.385, 3.574], [2.182, 0.249, 7.372], [1.688, 1.346, 6.148], [1.953, 1.614, 4.071], [1.330, 1.834, 1.708], [-0.578, -1.878, 1.714], [0.171, -2.348, 4.015]]
}